The following is a quantum chemistry calculation of a molecular structure, C12H19CeCl3O3 in a non-equilibrium geometry, from OMol25.

Results
- energy relative to the best compared isomer or geometry (same formula, charge and spin) (kJ/mol) = 103.1
- HOMO (eV) = -0.89
- maximum force (Eh/bohr) = 0.0520
- Kohn-Sham gap (hartree) = 0.22162
- lowest unoccupied orbital energy (eV) = 5.14

```
! wB97M-V def2-TZVPD RIJCOSX def2/J DEFGRID3
* xyz -2 1
C 0.48 -1.66 1.11
C 1.63 -0.84 1.18
C 2.01 -0.46 -0.13
C 2.43 -0.61 2.39
C 1.12 -1.11 -1.05
C 0.19 -1.88 -0.30
C -0.85 -2.81 -0.80
C -0.14 -2.32 2.28
C 3.20 0.32 -0.45
C 1.27 -1.04 -2.52
Ce -1.14 0.49 0.29
Cl 0.47 2.08 1.80
Cl -2.69 -0.01 2.34
Cl 0.14 1.84 -1.60
H 1.78 -0.57 3.28
H 2.95 0.36 2.36
H 3.17 -1.43 2.51
H 3.27 1.19 0.20
H 3.21 0.72 -1.47
H 4.11 -0.28 -0.29
H 1.53 -0.04 -2.87
H 0.35 -1.29 -3.07
H 2.05 -1.71 -2.87
H -1.27 -2.54 -1.78
H -1.70 -2.92 -0.12
H -0.47 -3.83 -0.89
H -0.19 -1.62 3.11
H 0.46 -3.17 2.62
H -1.16 -2.65 2.11
O -2.74 -0.38 -0.71
H -3.33 -1.01 -0.24
C -2.85 4.87 -1.28
O -1.99 3.83 -0.72
C -2.50 2.72 -0.21
O -3.70 2.56 -0.05
H -3.32 5.36 -0.41
H -3.61 4.37 -1.89
H -2.16 5.49 -1.85
*
```

=====

The following is a quantum chemistry calculation of a molecular structure, C56H39N6O2PtS in a non-equilibrium geometry, from OMol25.

Results
- energy relative to the best compared isomer or geometry (same formula, charge and spin) (kJ/mol) = 404.4
- HOMO (alpha / beta) (eV) = -8.26 / -10.50
- maximum force (Eh/bohr) = 0.0254
- Kohn-Sham gap (alpha / beta) (hartree) = 0.18986 / 0.19338
- lowest unoccupied orbital energy (alpha / beta) (eV) = -3.09 / -5.24

```
! wB97M-V def2-TZVPD RIJCOSX def2/J DEFGRID3
* xyz 1 5
Pt 0.18 0.69 0.61
C 4.27 -1.20 6.87
C 4.11 0.11 6.42
C 3.40 0.36 5.26
C 2.83 -0.68 4.54
C 2.99 -1.99 4.99
C 3.71 -2.25 6.15
C 2.03 -0.39 3.32
C 0.64 -0.50 3.39
C -0.07 -0.87 4.57
C -1.37 -0.50 4.38
C -1.43 0.09 3.09
N -0.24 0.02 2.46
C -2.58 0.76 2.59
C -2.75 1.21 1.31
C -4.00 1.77 0.88
C -3.85 2.09 -0.41
C -2.49 1.74 -0.80
C -2.12 2.05 -2.11
C -2.84 3.12 -2.86
C -3.31 4.28 -2.37
C -3.73 5.33 -3.26
C -3.52 5.20 -4.64
C -2.96 4.08 -5.17
C -2.62 2.91 -4.32
C 0.10 0.80 -2.91
N 0.80 0.58 -1.62
C 1.96 -0.19 -2.00
C 3.19 0.07 -1.26
C 4.42 0.23 -2.08
C 5.10 -0.87 -2.61
C 6.25 -0.68 -3.36
C 6.74 0.60 -3.59
C 6.07 1.70 -3.06
C 4.91 1.51 -2.31
C 3.22 0.31 0.06
C 4.47 0.37 0.82
C 4.16 0.15 2.10
C 2.70 0.03 2.17
N 2.14 0.20 0.96
C 1.82 -0.68 -3.29
C 0.68 -0.15 -3.86
N -1.83 1.17 0.27
C -3.63 1.08 3.60
C -4.80 0.33 3.71
C -5.74 0.65 4.67
C -5.53 1.72 5.52
C -4.37 2.47 5.42
C -3.42 2.15 4.46
H 4.82 -1.40 7.78
H 4.54 0.92 6.98
H 3.27 1.38 4.92
H 2.56 -2.81 4.43
H 3.83 -3.27 6.49
H 0.37 -1.32 5.44
H -2.20 -0.59 5.06
H -4.88 1.86 1.49
H -4.60 2.43 -1.09
H -3.31 4.47 -1.31
H -4.14 6.24 -2.85
H -3.81 6.02 -5.29
H -2.81 3.99 -6.24
H -3.19 2.03 -4.67
H 4.73 -1.87 -2.42
H 6.78 -1.54 -3.76
H 7.64 0.74 -4.17
H 6.44 2.70 -3.24
H 4.39 2.37 -1.90
H 5.45 0.45 0.37
H 4.82 0.04 2.93
H 2.54 -1.31 -3.78
H 0.25 -0.39 -4.82
H -4.96 -0.52 3.04
H -6.65 0.06 4.75
H -6.27 1.97 6.28
H -4.20 3.31 6.08
H -2.51 2.73 4.37
C 6.50 5.14 0.51
C 5.00 4.98 0.50
C 4.38 4.07 1.36
C 3.01 3.93 1.38
C 2.24 4.71 0.53
C 2.82 5.62 -0.34
C 4.20 5.75 -0.34
S 0.52 4.36 0.41
O -0.16 5.40 -0.31
O 0.05 3.93 1.69
N 0.64 2.98 -0.51
C 0.61 2.99 -1.78
C 0.31 4.01 -2.80
C -0.33 3.68 -3.92
C -1.13 2.44 -4.27
C -1.26 1.37 -3.15
N 1.04 1.81 -2.39
H 7.00 4.18 0.59
H 6.80 5.74 1.37
H 6.85 5.65 -0.39
H 5.00 3.46 2.02
H 2.53 3.22 2.04
H 2.20 6.23 -0.99
H 4.67 6.47 -1.01
H 0.62 5.03 -2.62
H -0.47 4.47 -4.65
H -0.78 2.02 -5.21
H -1.89 0.56 -3.55
*
```

=====

The following is a quantum chemistry calculation of 4 unconnected molecules or ions with the total composition C25H51FI2O4S in a non-equilibrium geometry, from OMol25.

Results
- energy relative to the best compared isomer or geometry (same formula, charge and spin) (kJ/mol) = 226.3
- SMILES = C/C(I)=C(\I)[C@@H]1OS(=O)(=O)O[C@@H]1[C@@H](C)F.CCCCCC.CCCCCC.CCCCCC
- HOMO (eV) = -9.31
- maximum force (Eh/bohr) = 0.0944
- Kohn-Sham gap (hartree) = 0.31282
- lowest unoccupied orbital energy (eV) = -0.80

```
! wB97M-V def2-TZVPD RIJCOSX def2/J DEFGRID3
* xyz 0 1
C -0.03 3.60 0.34
C -1.20 3.09 1.28
I -0.64 2.86 3.39
C -2.52 2.79 0.84
I -3.12 3.09 -1.25
C -3.63 2.23 1.88
O -3.12 0.91 2.28
S -3.66 -0.19 1.12
O -4.29 -1.28 1.94
O -2.48 -0.57 0.28
O -4.90 0.68 0.37
C -5.06 1.83 1.26
C -6.11 2.97 0.91
C -7.10 2.64 -0.29
F -6.95 3.13 2.10
H 0.46 4.52 0.79
H -0.33 3.81 -0.73
H 0.75 2.75 0.31
H -3.72 2.97 2.75
H -5.55 1.33 2.18
H -5.55 3.95 0.81
H -7.06 1.55 -0.60
H -8.16 2.90 0.07
H -6.88 3.33 -1.17
C 4.09 3.84 3.36
C 4.92 4.13 2.12
C 4.42 3.40 0.87
C 4.46 1.87 0.95
C 5.84 1.27 1.24
C 6.87 1.57 0.16
H 4.11 2.78 3.63
H 4.46 4.41 4.21
H 3.04 4.13 3.20
H 5.97 3.88 2.31
H 4.90 5.21 1.92
H 5.01 3.74 0.01
H 3.39 3.71 0.67
H 4.09 1.47 0.01
H 3.76 1.53 1.72
H 5.73 0.18 1.33
H 6.22 1.62 2.21
H 6.53 1.19 -0.81
H 7.82 1.09 0.40
H 7.05 2.64 0.06
C 5.82 -0.81 -3.29
C 6.45 -1.62 -2.16
C 7.98 -1.63 -2.20
C 8.59 -2.27 -3.45
C 8.18 -3.72 -3.71
C 8.61 -4.67 -2.61
H 6.07 -1.23 -4.27
H 4.73 -0.81 -3.20
H 6.16 0.23 -3.26
H 6.06 -2.64 -2.18
H 6.13 -1.19 -1.21
H 8.35 -2.14 -1.31
H 8.34 -0.60 -2.13
H 9.68 -2.22 -3.36
H 8.33 -1.67 -4.33
H 8.63 -4.04 -4.65
H 7.10 -3.79 -3.86
H 9.70 -4.65 -2.48
H 8.32 -5.69 -2.85
H 8.15 -4.42 -1.65
C -8.79 -5.04 -0.72
C -9.41 -3.73 -0.23
C -8.59 -2.50 -0.61
C -7.18 -2.45 -0.02
C -7.11 -2.51 1.51
C -7.80 -1.33 2.19
H -7.81 -5.21 -0.27
H -9.43 -5.88 -0.44
H -8.68 -5.03 -1.80
H -9.55 -3.77 0.85
H -10.41 -3.63 -0.67
H -9.14 -1.60 -0.32
H -8.50 -2.45 -1.70
H -6.69 -1.52 -0.35
H -6.57 -3.26 -0.43
H -6.06 -2.52 1.81
H -7.54 -3.45 1.87
H -7.36 -0.39 1.88
H -7.70 -1.41 3.27
H -8.87 -1.30 1.96
*
```

=====

The following is a quantum chemistry calculation of 8 unconnected molecules or ions with the total composition C33H85N3O11 in a non-equilibrium geometry, from OMol25.

Results
- energy relative to the best compared isomer or geometry (same formula, charge and spin) (kJ/mol) = 207.4
- SMILES = COCCNCCOC.COCCNCCOC.COCCNCCOC.CC(C)O.CC(C)O.CC(C)O.CC(C)O.CC(C)O
- HOMO (eV) = -8.58
- maximum force (Eh/bohr) = 0.0540
- Kohn-Sham gap (hartree) = 0.33484
- lowest unoccupied orbital energy (eV) = 0.53

```
! wB97M-V def2-TZVPD RIJCOSX def2/J DEFGRID3
* xyz 0 1
C 1.27 0.79 -4.48
O 0.03 0.64 -3.80
C -0.97 1.43 -4.37
C -2.25 1.34 -3.62
N -2.87 0.01 -3.92
C -4.13 -0.31 -3.33
C -4.27 -0.06 -1.83
O -3.14 -0.74 -1.16
C -2.85 -0.21 0.14
H 1.55 1.83 -4.37
H 1.14 0.65 -5.54
H 1.95 0.03 -4.06
H -1.12 1.10 -5.39
H -0.64 2.46 -4.33
H -2.96 2.12 -3.91
H -2.05 1.44 -2.56
H -2.18 -0.54 -3.45
H -4.30 -1.33 -3.67
H -4.86 0.30 -3.84
H -5.27 -0.33 -1.41
H -4.18 0.99 -1.62
H -3.65 -0.32 0.88
H -2.59 0.86 0.09
H -2.03 -0.77 0.50
C 0.36 -7.75 0.55
O -0.22 -8.43 -0.59
C -1.57 -8.68 -0.59
C -2.39 -7.38 -0.90
N -2.05 -6.96 -2.30
C -2.72 -5.73 -2.70
C -2.43 -4.45 -1.85
O -1.05 -4.35 -1.67
C -0.69 -3.16 -0.96
H 1.40 -7.67 0.26
H 0.21 -8.17 1.58
H 0.05 -6.69 0.62
H -1.89 -8.98 0.45
H -1.74 -9.41 -1.38
H -2.13 -6.58 -0.19
H -3.46 -7.49 -0.77
H -1.04 -6.88 -2.28
H -3.81 -5.82 -2.68
H -2.38 -5.51 -3.68
H -2.91 -4.54 -0.82
H -2.94 -3.61 -2.30
H -1.07 -2.22 -1.40
H 0.41 -3.08 -0.98
H -1.08 -3.25 0.09
C -2.88 3.96 0.22
O -3.56 4.83 1.07
C -4.66 4.24 1.81
C -5.19 5.41 2.60
N -4.08 5.94 3.46
C -4.46 7.23 4.14
C -3.34 7.69 5.00
O -2.25 7.99 4.10
C -1.04 8.19 4.78
H -2.33 3.19 0.84
H -2.14 4.50 -0.39
H -3.60 3.47 -0.42
H -4.40 3.41 2.48
H -5.35 3.87 1.04
H -6.07 5.16 3.25
H -5.53 6.19 1.83
H -3.27 6.22 2.91
H -5.38 7.07 4.72
H -4.65 7.98 3.42
H -2.99 6.99 5.72
H -3.58 8.56 5.63
H -1.19 8.88 5.65
H -0.31 8.62 4.14
H -0.67 7.25 5.24
C 3.28 -2.35 -2.56
C 4.43 -2.78 -1.75
C 4.41 -4.31 -1.54
O 5.72 -2.36 -2.18
H 2.44 -3.02 -2.35
H 3.48 -2.61 -3.57
H 3.01 -1.31 -2.38
H 4.32 -2.31 -0.76
H 3.53 -4.66 -0.93
H 5.31 -4.48 -0.99
H 4.45 -4.89 -2.50
H 5.82 -2.67 -3.08
C 4.63 1.99 -3.37
C 6.16 1.94 -3.27
C 6.66 1.09 -4.39
O 6.66 3.30 -3.39
H 4.17 0.97 -3.25
H 4.25 2.42 -4.32
H 4.22 2.72 -2.63
H 6.42 1.58 -2.24
H 7.78 1.17 -4.44
H 6.25 1.40 -5.34
H 6.52 0.05 -4.17
H 6.00 3.78 -3.91
C 3.92 -2.65 3.17
C 2.92 -1.98 2.31
C 1.87 -2.84 1.66
O 2.18 -1.08 3.12
H 4.59 -3.34 2.62
H 3.35 -3.28 3.88
H 4.48 -1.93 3.79
H 3.46 -1.41 1.49
H 2.27 -3.47 0.84
H 1.11 -2.18 1.26
H 1.29 -3.47 2.39
H 2.90 -0.55 3.49
C 0.87 0.85 5.20
C -0.62 0.88 4.72
C -1.18 2.33 4.88
O -0.74 0.55 3.35
H 1.19 -0.23 5.27
H 1.05 1.37 6.17
H 1.50 1.27 4.42
H -1.22 0.13 5.34
H -2.17 2.35 4.44
H -0.48 3.01 4.41
H -1.26 2.56 5.93
H -0.08 -0.11 3.22
C 2.13 2.38 0.86
C 1.76 1.32 -0.16
C 0.64 0.53 0.37
O 1.49 2.13 -1.31
H 2.12 1.90 1.84
H 1.27 3.02 0.85
H 3.10 2.85 0.66
H 2.60 0.63 -0.38
H 1.00 -0.18 1.11
H 0.29 -0.12 -0.47
H -0.13 1.11 0.84
H 1.05 1.58 -1.97
*
```

=====

The following is a quantum chemistry calculation of 2 unconnected molecules or ions with the total composition C3H5FO2P in a non-equilibrium geometry, from OMol25.

Results
- energy relative to the best compared isomer or geometry (same formula, charge and spin) (kJ/mol) = 324.6
- HOMO (eV) = -3.49
- maximum force (Eh/bohr) = 0.0648
- Kohn-Sham gap (hartree) = 0.28654
- lowest unoccupied orbital energy (eV) = 4.30

```
! wB97M-V def2-TZVPD RIJCOSX def2/J DEFGRID3
* xyz -1 1
C 1.03 0.78 -0.81
C 0.61 -0.17 -0.01
C -2.00 -0.93 0.55
O -2.13 1.02 -1.39
O -1.77 1.73 1.05
F -2.63 -1.89 -0.30
P -2.09 0.65 0.08
H 0.77 0.69 -1.80
H 1.52 1.57 -0.36
H 0.20 -1.14 -0.40
H -2.01 -1.23 1.54
H 0.76 -0.22 1.11
*
```

=====

The following is a quantum chemistry calculation of a molecular structure, C14H17N5OSSn, from OMol25.

Results
- energy relative to the best compared isomer or geometry (same formula, charge and spin) (kJ/mol) = 12.2
- HOMO (alpha / beta) (eV) = -21.73 / -21.74
- maximum force (Eh/bohr) = 0.0149
- Kohn-Sham gap (alpha / beta) (hartree) = 0.22011 / 0.21774
- lowest unoccupied orbital energy (alpha / beta) (eV) = -15.74 / -15.82

```
! wB97M-V def2-TZVPD RIJCOSX def2/J DEFGRID3
* xyz 4 1
Sn 0.58 -0.47 -0.59
C -0.69 4.60 -0.16
C -0.64 3.14 -0.48
N 0.49 2.39 -0.45
N 1.61 3.02 -0.26
C 2.83 2.32 -0.19
N 3.89 3.07 -0.10
S 2.95 0.64 -0.21
C -1.81 2.42 -0.87
C -3.00 3.13 -1.17
C -4.12 2.45 -1.61
C -4.04 1.08 -1.72
C -2.82 0.42 -1.40
N -1.74 1.04 -1.00
H 0.14 4.95 0.44
H -1.59 4.83 0.40
H -0.72 5.18 -1.08
H 1.62 4.04 -0.23
H 3.88 4.09 -0.10
H 4.81 2.64 -0.03
H -3.03 4.21 -1.07
H -5.03 2.98 -1.86
H -4.89 0.50 -2.06
H -2.77 -0.66 -1.48
O 0.67 -1.30 1.71
C 0.74 -2.60 2.32
C 0.84 -3.71 1.35
C 0.98 -5.06 1.91
C 1.15 -6.13 1.06
C 1.16 -5.86 -0.30
C 0.98 -4.49 -0.76
N 0.83 -3.45 0.05
H 0.76 -0.67 2.44
H -0.13 -2.77 2.97
H 1.64 -2.66 2.95
H 0.96 -5.20 2.98
H 1.27 -7.14 1.44
H 1.30 -6.65 -1.03
H 0.96 -4.30 -1.83
*
```

=====

Question: Which value of maximum force does entry 2 give?
Answer: 0.0254 Eh/bohr

=====

Question: Which of these has the highest maximum force?
Answer: C25H51FI2O4S